Entry 1:
Computed, not measured: a 2-piece molecular cluster, C4H9NO overall, with wB97M-V/def2-TZVPD.

SMILES: C=C/C=C/N.O
Total charge: 0
Highest occupied orbital energy: -7.69 eV

Geometry as XYZ:
```
15
Properties=species:S:1:pos:R:3:forces:R:3:lowdin_charge:R:1
N 1.107754 0.567824 -0.179813 -0.41 -2.23 -0.60 0.0285
C 0.200153 -0.566455 -0.199162 -1.36 1.22 3.10 -0.1494
C -0.653086 -0.731299 0.918045 2.03 2.12 -3.07 -0.1381
C -2.061980 -1.124596 0.810032 1.72 -0.58 0.46 -0.2163
C -2.814941 -1.390117 1.882217 -0.48 0.73 -1.78 -0.0120
H 2.026342 0.425203 -0.584392 -0.13 -0.27 -0.27 0.0661
H 1.243195 0.820393 0.775550 -0.01 0.52 0.66 0.0521
H 0.105514 -1.210812 -1.051085 0.06 0.33 -0.69 0.0934
H -0.260645 -0.098473 1.734520 -0.86 -0.51 0.17 0.0932
H -2.465379 -1.208100 -0.220715 0.36 -0.61 0.81 0.1098
H -3.723240 -1.812981 1.566046 -1.60 -0.30 0.41 0.0261
H -2.742743 -0.953069 2.849599 0.70 -0.40 0.77 0.0511
H 4.025382 2.437796 -3.060263 1.53 0.05 -0.65 0.0091
H 2.901195 2.627883 -2.192958 -0.64 -0.27 -0.31 0.0382
O 3.112480 2.216801 -3.047620 -0.91 0.20 0.99 -0.0519
```
Positions in Å, forces in eV/Å.

***

Entry 2:
Computed, not measured: a 3-piece molecular cluster, C4H9NO overall, with wB97M-V/def2-TZVPD.

Total charge: 0
Highest occupied orbital energy: -7.00 eV

Geometry as XYZ:
```
15
Properties=species:S:1:pos:R:3:forces:R:3:lowdin_charge:R:1
O 0.234197 -3.500411 0.859275 -0.30 -1.00 0.77 -0.0029
C 0.340111 -2.623603 0.027915 0.28 0.51 -0.74 -0.4490
C -0.648299 -2.141838 -0.863002 -0.66 1.52 0.18 0.0724
C -0.289308 1.233953 1.711793 1.71 1.31 -0.30 0.0927
C -0.302756 1.210313 0.319119 -0.26 -0.32 -2.55 -0.1290
N 0.818767 1.974975 -1.139151 1.35 1.17 3.04 -0.0459
H 1.317695 -2.134197 -0.101458 0.21 0.29 0.06 0.1007
H -1.666751 -2.486235 -0.985534 0.10 -0.53 0.37 0.0471
H -0.522584 -1.117990 -1.203545 0.44 -0.40 -0.77 0.0045
H 0.342188 1.968902 2.222089 -0.79 -0.01 0.31 0.0798
H -0.751818 0.411909 2.240420 0.40 -0.26 0.00 0.0794
H -1.059047 1.768598 -0.244926 -0.18 -0.77 -0.15 0.1069
H 0.196217 0.339343 -0.149083 -1.55 -0.94 0.21 0.0636
H 1.004589 2.814655 -0.591807 0.64 0.03 -0.30 -0.0261
H 0.986797 2.281627 -2.102106 -1.39 -0.59 -0.10 0.0060
```
Positions in Å, forces in eV/Å.

***

Entry 3:
Computed, not measured: one molecule with the formula C4H9NO, with wB97M-V/def2-TZVPD.

SMILES: CC(=O)N(C)C
Total charge: 0
Highest occupied orbital energy: -9.26 eV

Geometry as XYZ:
```
15
Properties=species:S:1:pos:R:3:forces:R:3:lowdin_charge:R:1
C -0.303789 -0.935715 -1.128142 -0.12 -0.08 -0.08 -0.0677
N 0.493077 -0.298741 -0.103004 -0.06 0.14 0.13 -0.1668
C 1.752464 0.284502 -0.528234 0.19 0.00 -0.04 -0.0493
C -0.058592 0.244613 1.022121 0.21 -0.02 0.07 -0.5310
O 0.598244 0.872249 1.840697 0.24 -0.41 -0.16 0.0244
C -1.552022 0.354760 1.211930 -0.03 0.23 -0.09 -0.0010
H 0.329116 -1.622194 -1.701174 -0.09 0.12 0.12 0.0883
H -1.105247 -1.519934 -0.672137 0.10 0.10 -0.11 0.0839
H -0.737679 -0.206954 -1.829865 0.04 -0.12 0.08 0.0946
H 1.568663 1.058152 -1.290351 0.09 -0.15 0.08 0.0960
H 2.418265 -0.476111 -0.944510 -0.09 0.05 0.04 0.0873
H 2.212235 0.747998 0.344347 0.03 -0.09 -0.21 0.0830
H -1.719345 0.254807 2.288495 -0.19 0.51 -0.33 0.0892
H -2.347494 -0.141601 0.657085 0.59 -0.55 -0.19 0.0677
H -1.547896 1.384170 0.832743 -0.92 0.27 0.70 0.1016
```
Positions in Å, forces in eV/Å.

***

Entry 4:
Computed, not measured: one molecule with the formula C4H9NO, with wB97M-V/def2-TZVPD.

SMILES: CCCNC=O
Total charge: 0
Highest occupied orbital energy: -9.71 eV

Geometry as XYZ:
```
15
Properties=species:S:1:pos:R:3:forces:R:3:lowdin_charge:R:1
C -1.822324 -1.530446 -0.414719 0.75 0.69 -0.99 -0.3995
N -1.333524 -0.557984 0.385767 1.55 0.32 0.82 0.0152
C 0.120229 -0.525000 0.802765 -2.29 1.03 0.00 -0.1835
C 1.012442 0.055140 -0.274743 0.27 0.86 -1.35 -0.2241
C 1.239742 1.601360 -0.173493 -0.13 0.05 0.74 -0.0987
O -2.843279 -1.510198 -1.057253 -0.55 -0.11 0.34 0.0188
H -1.055141 -2.312714 -0.571326 -0.17 -0.28 0.32 0.1366
H -1.748339 0.338859 0.570302 -0.92 -0.26 -0.53 0.1320
H 0.272045 -1.508489 1.220613 0.93 -0.06 0.07 0.1095
H 0.076305 0.275476 1.547871 0.33 -0.80 0.72 0.1028
H 0.430824 0.091136 -1.198287 0.13 -1.07 -0.11 0.0972
H 1.919281 -0.527784 -0.450054 -0.03 0.19 0.07 0.1054
H 0.563443 1.986489 0.589996 -0.21 0.15 0.01 0.0578
H 2.203565 2.017348 0.119579 0.30 -0.60 -0.02 0.0651
H 0.964727 2.106814 -1.097023 0.05 -0.11 -0.09 0.0654
```
Positions in Å, forces in eV/Å.

***

| no. | strongest force on any atom (eV/Å) |
| --- | --- |
| 1 | 4.2 |
| 2 | 3.5 |
| 3 | 1.2 |
| 4 | 2.5 |